(1)
This record from OMol25 describes a cluster of 6 separate species, C13H20Cl8F8O2 in total at a distorted geometry. The level of theory is ωB97M-V/def2-TZVPD.

Atoms and positions in Å:
F  -2.345  -5.830  -1.108
C  -3.670  -5.764  -1.314
F  -4.177  -5.126  -0.206
C  -3.962  -5.063  -2.628
F  -5.300  -4.962  -2.855
F  -3.516  -5.908  -3.581
C  -3.286  -3.692  -2.794
O  -3.373  -2.827  -1.682
C  -3.975  -1.548  -1.811
F  -3.374  -0.861  -2.781
F  -5.278  -1.765  -2.134
C  -3.949  -0.710  -0.492
F  -2.649  -0.486  -0.087
F  -4.510  0.501  -0.592
H  -3.981  -6.809  -1.310
H  -3.645  -3.365  -3.770
H  -2.227  -3.921  -2.915
H  -4.430  -1.256  0.319
C  4.893  2.652  2.060
C  3.671  2.774  2.924
C  3.979  3.821  3.945
O  5.300  4.188  3.675
C  5.653  3.965  2.302
H  4.642  2.521  1.007
H  5.506  1.818  2.403
H  3.301  1.850  3.368
H  2.856  3.146  2.304
H  3.994  3.415  4.957
H  3.216  4.598  3.991
H  6.710  3.727  2.181
H  5.283  4.800  1.708
Cl  1.093  -2.469  -0.116
C  0.047  -2.891  -1.488
Cl  -0.156  -1.487  -2.615
H  0.629  -3.639  -2.027
H  -0.898  -3.333  -1.171
Cl  -4.840  3.035  1.827
C  -3.330  4.004  1.546
Cl  -3.689  5.675  1.924
H  -2.567  3.615  2.220
H  -2.975  3.928  0.519
Cl  4.670  2.733  -2.015
C  4.773  0.962  -1.706
Cl  3.502  0.047  -2.587
H  5.790  0.675  -1.972
H  4.591  0.779  -0.647
Cl  -0.448  2.221  1.265
C  0.302  0.768  0.586
Cl  2.077  1.035  0.680
H  0.023  -0.122  1.150
H  0.050  0.580  -0.458

Results
* largest force on an atom: 0.0454 hartree/bohr
* Kohn-Sham gap: 9.9 eV
* total charge: 0
* electronic energy: -139818.636 eV
* SMILES string: FC(F)C(F)(F)COC(F)(F)C(F)F.C1CCOC1.ClCCl.ClCCl.ClCCl.ClCCl

These are the natural (NBO) partial charges, in e, on atoms 1 to 6: number 1, F, carries -0.33; number 2, C, carries 0.51; number 3, F, carries -0.33; number 4, C, carries 0.60; number 5, F, carries -0.32; number 6, F, carries -0.32



(2)
This record from OMol25 describes a structure of composition C13H20CoN3 at a distorted geometry. The level of theory is ωB97M-V/def2-TZVPD.

Atoms and positions in Å:
C  1.259  1.731  -1.755
Co  1.516  1.124  0.186
N  1.691  0.303  2.299
N  3.756  1.313  -0.093
H  1.580  -0.720  2.345
H  1.030  2.520  0.569
H  0.247  2.112  -1.952
H  1.430  0.817  -2.359
H  1.997  2.505  -2.031
H  4.307  0.449  0.011
H  4.175  1.994  0.555
H  3.963  1.666  -1.038
H  2.558  0.519  2.807
H  0.926  0.686  2.871
C  -0.792  -2.685  -3.258
C  0.527  -2.387  -2.904
C  0.802  -1.541  -1.820
C  -0.249  -0.987  -1.077
C  -1.579  -1.308  -1.448
C  -1.846  -2.144  -2.526
N  -0.012  -0.070  0.001
C  -1.042  0.166  0.980
C  -1.389  1.476  1.371
C  -2.362  1.702  2.346
C  -3.003  0.626  2.957
C  -2.679  -0.679  2.583
C  -1.710  -0.911  1.599
H  -1.007  -3.329  -4.101
H  1.339  -2.809  -3.481
H  1.828  -1.316  -1.565
H  -2.430  -0.884  -0.927
H  -2.873  -2.359  -2.799
H  -0.951  2.340  0.915
H  -2.620  2.716  2.627
H  -3.751  0.806  3.718
H  -3.176  -1.512  3.060
H  -1.463  -1.930  1.335

Results
* largest force on an atom: 0.0582 hartree/bohr
* Kohn-Sham gap (alpha / beta): 4.1 / 6.0 eV
* total charge: -1
* electronic energy: -55901.002 eV
* spin multiplicity: 4

These are the natural (NBO) partial charges, in e, on atoms 1 to 6: number 1, C, carries -1.24; number 2, Co, carries 1.12; number 3, N, carries -1.07; number 4, N, carries -1.07; number 5, H, carries 0.37; number 6, H, carries -0.58



(3)
This record from OMol25 describes a cluster of 2 separate species, C13H20N in total at a distorted geometry. The level of theory is ωB97M-V/def2-TZVPD.

Atoms and positions in Å:
C  3.863  1.052  -0.611
C  3.287  -0.030  -1.216
C  3.368  1.586  0.652
C  2.286  -0.698  -0.543
C  2.219  1.049  1.152
C  1.695  -0.229  0.691
C  -2.055  0.495  0.906
C  -1.458  0.861  -0.422
C  -2.375  0.683  -1.576
C  -0.451  2.051  -0.561
C  -1.767  -2.707  0.881
C  0.661  -0.811  1.430
C  -1.443  -1.707  -0.202
N  -1.109  -0.387  0.309
H  4.555  1.627  -1.282
H  3.426  -0.356  -2.275
H  3.714  2.531  0.961
H  1.796  -1.584  -0.950
H  1.865  1.398  2.137
H  -1.898  0.896  1.877
H  -3.138  0.237  0.870
H  -2.641  1.711  -1.989
H  -3.402  0.402  -1.348
H  -1.911  0.181  -2.466
H  0.484  1.564  -0.863
H  -0.443  2.638  0.305
H  -0.899  2.738  -1.410
H  -2.834  -2.523  1.327
H  -1.991  -3.756  0.375
H  -1.210  -2.892  1.916
H  0.507  -1.867  1.288
H  0.216  -0.473  2.275
H  -2.410  -1.683  -0.758
H  -0.508  -1.998  -0.880

Results
* largest force on an atom: 0.0902 hartree/bohr
* Kohn-Sham gap (alpha / beta): 8.0 / 8.0 eV
* total charge: +1
* energy above the lowest of the compared OMol25 structures with the same formula, charge and spin: 4.720 eV
* electronic energy: -15284.868 eV

These are the natural (NBO) partial charges, in e, on atoms 1 to 6: number 1, C, carries -0.10; number 2, C, carries -0.25; number 3, C, carries -0.22; number 4, C, carries -0.12; number 5, C, carries -0.15; number 6, C, carries -0.11



(4)
This record from OMol25 describes a structure of composition C13H20N3O3PdSi. The level of theory is ωB97M-V/def2-TZVPD.

Atoms and positions in Å:
Pd  0.041  -0.039  -0.083
N  -1.942  0.158  -0.212
C  -2.263  1.601  -0.286
C  -1.185  2.417  0.444
O  -1.462  3.402  1.128
N  0.019  1.906  0.173
C  1.220  2.421  0.794
C  2.343  1.390  0.643
O  3.504  1.690  0.846
O  1.965  0.181  0.301
H  -2.448  -0.370  -0.912
H  -2.164  -0.240  0.697
H  -3.260  1.843  0.080
H  -2.199  1.881  -1.339
H  1.066  2.617  1.861
H  1.547  3.365  0.354
C  0.425  -4.527  -1.738
Si  0.321  -2.658  -1.488
C  -0.832  -1.993  -2.823
C  2.036  -2.042  -1.907
N  -0.272  -2.120  0.016
C  -0.412  -2.674  1.261
C  -0.535  -1.888  2.427
C  -0.777  -2.453  3.670
C  -0.900  -3.826  3.829
C  -0.754  -4.625  2.699
C  -0.511  -4.074  1.455
H  0.770  -4.751  -2.752
H  -0.541  -5.021  -1.594
H  1.136  -4.973  -1.037
H  -0.514  -2.310  -3.821
H  -0.835  -0.900  -2.813
H  -1.859  -2.340  -2.668
H  2.350  -2.481  -2.861
H  2.763  -2.317  -1.140
H  2.085  -0.957  -1.996
H  -0.402  -0.815  2.351
H  -0.862  -1.801  4.532
H  -1.094  -4.262  4.801
H  -0.827  -5.704  2.789
H  -0.404  -4.726  0.601

Results
* largest force on an atom: 0.0171 hartree/bohr
* Kohn-Sham gap: 7.2 eV
* total charge: -1
* electronic energy: -35780.438 eV

These are the natural (NBO) partial charges, in e, on atoms 1 to 6: number 1, Pd, carries 0.85; number 2, N, carries -0.75; number 3, C, carries -0.31; number 4, C, carries 0.62; number 5, O, carries -0.68; number 6, N, carries -0.63



(5)
This record from OMol25 describes the ion C13H20N3O5 with charge -1 at a distorted geometry. The level of theory is ωB97M-V/def2-TZVPD.

Atoms and positions in Å:
C  0.743  -2.158  -2.771
N  0.555  -1.812  -1.377
C  1.555  -1.442  -0.537
O  2.757  -1.384  -0.830
C  1.086  -1.280  0.911
C  1.895  -2.055  1.983
C  1.563  -1.389  3.189
C  1.344  0.014  2.780
N  0.819  -0.009  1.483
C  0.316  1.169  0.952
O  0.631  2.273  1.499
C  -0.434  1.222  -0.326
C  -1.942  1.043  0.022
C  -2.393  0.104  1.208
C  -2.391  -1.432  0.988
O  -2.663  -2.130  1.986
O  -1.837  -1.823  -0.057
N  -0.307  2.479  -1.090
C  -0.685  2.370  -2.443
C  -0.714  3.643  -3.246
O  -0.923  1.353  -2.991
H  0.055  -3.034  -3.039
H  1.787  -2.452  -2.978
H  0.573  -1.234  -3.249
H  -0.428  -1.949  -1.000
H  0.232  -1.916  0.914
H  2.895  -1.791  1.881
H  1.856  -3.126  1.964
H  0.726  -1.765  3.723
H  2.459  -1.341  3.979
H  2.255  0.574  2.628
H  0.535  0.510  3.316
H  -0.054  0.389  -0.966
H  -2.557  1.968  0.122
H  -2.288  0.659  -0.931
H  -3.417  0.308  1.358
H  -1.985  0.463  2.166
H  0.370  3.242  -0.858
H  -0.815  4.509  -2.463
H  -1.422  3.587  -4.050
H  0.248  3.640  -3.847

Results
* largest force on an atom: 0.1037 hartree/bohr
* Kohn-Sham gap: 8.0 eV
* total charge: -1
* electronic energy: -28514.520 eV
* SMILES string: CNC(=O)[C@H]1CCCN1C(=O)[C@@H](CCC(=O)[O-])NC(C)=O

These are the natural (NBO) partial charges, in e, on atoms 1 to 6: number 1, C, carries -0.42; number 2, N, carries -0.64; number 3, C, carries 0.66; number 4, O, carries -0.67; number 5, C, carries -0.13; number 6, C, carries -0.39



(6)
This record from OMol25 describes the molecule C13H20N4O3 at a distorted geometry. The level of theory is ωB97M-V/def2-TZVPD.

Atoms and positions in Å:
C  -6.049  -0.784  -0.646
C  -5.646  0.013  0.587
O  -4.248  -0.088  0.845
C  -3.456  0.734  0.117
O  -3.869  1.562  -0.662
N  -2.150  0.541  0.402
C  -1.685  -0.519  1.273
C  -0.243  -0.884  0.912
N  -0.154  -0.967  -0.532
C  0.972  -1.732  -1.025
C  2.280  -1.176  -0.571
N  2.844  -0.068  -0.945
C  3.956  0.003  -0.148
C  4.905  1.102  -0.233
C  6.372  0.815  -0.030
C  5.618  1.553  1.017
N  4.052  -1.012  0.668
O  2.961  -1.787  0.404
C  -0.297  0.333  -1.180
C  -1.135  1.278  -0.310
H  -5.568  -0.365  -1.526
H  -7.126  -0.737  -0.776
H  -5.748  -1.824  -0.538
H  -6.126  -0.381  1.486
H  -5.909  1.067  0.455
H  -2.332  -1.389  1.135
H  -1.747  -0.206  2.322
H  0.457  -0.149  1.342
H  -0.005  -1.860  1.338
H  0.934  -1.724  -2.117
H  0.887  -2.760  -0.663
H  4.621  1.845  -0.966
H  6.644  -0.209  0.173
H  7.075  1.354  -0.647
H  5.379  1.029  1.929
H  5.791  2.612  1.138
H  0.679  0.799  -1.375
H  -0.799  0.160  -2.137
H  -1.638  2.021  -0.930
H  -0.498  1.798  0.414

Results
* largest force on an atom: 0.0231 hartree/bohr
* Kohn-Sham gap: 9.7 eV
* total charge: 0
* energy above the lowest of the compared OMol25 structures with the same formula, charge and spin: 2.661 eV
* electronic energy: -25907.161 eV
* SMILES string: CCOC(=O)N1CCN(Cc2nc(C3CC3)no2)CC1

These are the natural (NBO) partial charges, in e, on atoms 1 to 6: number 1, C, carries -0.64; number 2, C, carries -0.07; number 3, O, carries -0.53; number 4, C, carries 0.90; number 5, O, carries -0.67; number 6, N, carries -0.45



(7)
This record from OMol25 describes a structure of composition C13H20N4O6RuS. The level of theory is ωB97M-V/def2-TZVPD.

Atoms and positions in Å:
Ru  0.349  -0.474  0.213
O  3.700  1.529  -1.377
C  2.840  0.805  -0.695
O  1.667  0.705  -1.019
C  3.469  0.068  0.467
O  2.502  -0.366  1.387
C  2.308  0.460  2.554
C  0.847  0.919  2.670
O  0.397  1.155  3.770
O  0.231  1.068  1.539
H  3.253  1.953  -2.129
H  3.969  -0.808  0.043
H  4.237  0.694  0.925
H  2.605  -0.106  3.434
H  2.921  1.362  2.483
N  -3.353  -1.420  -2.790
C  -2.417  -1.188  -1.848
O  -2.166  -2.011  -0.976
C  -1.663  0.126  -1.964
C  -1.139  0.646  -0.636
H  -3.862  -2.288  -2.770
H  -3.585  -0.736  -3.487
H  -2.312  0.880  -2.421
H  -0.841  -0.029  -2.672
H  -1.928  0.740  0.110
H  -0.673  1.621  -0.769
S  1.062  -4.615  -1.553
C  1.833  -3.471  -2.562
C  1.615  -2.221  -2.094
N  0.855  -2.167  -0.946
C  0.490  -3.368  -0.564
H  2.387  -3.767  -3.436
H  1.955  -1.307  -2.551
H  -0.143  -3.535  0.292
C  -3.704  -2.224  3.203
N  -2.481  -1.438  3.368
C  -2.247  -0.736  4.634
C  -1.576  -1.443  2.441
N  -0.766  -1.451  1.614
H  -4.566  -1.583  3.385
H  -3.718  -3.055  3.909
H  -3.753  -2.611  2.189
H  -3.154  -0.192  4.893
H  -1.437  -0.022  4.507
H  -2.013  -1.450  5.424

Results
* largest force on an atom: 0.0101 hartree/bohr
* Kohn-Sham gap (alpha / beta): 9.3 / 8.1 eV
* total charge: +1
* energy above the lowest of the compared OMol25 structures with the same formula, charge and spin: 0.000 eV
* electronic energy: -45462.679 eV
* spin multiplicity: 2

These are the natural (NBO) partial charges, in e, on atoms 1 to 6: number 1, Ru, carries 0.98; number 2, O, carries -0.63; number 3, C, carries 0.81; number 4, O, carries -0.58; number 5, C, carries -0.17; number 6, O, carries -0.53



(8)
This record from OMol25 describes a structure of composition C13H20N5O9Ti at a distorted geometry. The level of theory is ωB97M-V/def2-TZVPD.

Atoms and positions in Å:
Ti  0.428  -0.403  -0.162
O  3.196  3.498  -1.302
C  2.607  2.325  -1.389
O  3.124  1.269  -1.134
C  1.173  2.460  -1.886
O  0.543  1.196  -1.792
C  -0.596  1.045  -2.624
C  -1.149  -0.374  -2.290
O  -2.266  -0.702  -2.580
O  -0.266  -1.086  -1.674
H  4.111  3.443  -0.974
H  1.208  2.804  -2.929
H  0.657  3.215  -1.276
H  -0.329  1.075  -3.691
H  -1.361  1.808  -2.422
N  2.250  -1.328  -0.766
C  2.129  -2.733  -1.166
C  1.506  -3.558  -0.039
C  0.179  -2.943  0.414
O  -0.878  -3.510  0.318
O  0.308  -1.749  0.944
H  2.708  -0.785  -1.501
H  2.829  -1.260  0.078
H  3.110  -3.158  -1.422
H  1.483  -2.777  -2.049
H  2.176  -3.592  0.824
H  1.316  -4.574  -0.383
N  2.490  -0.849  2.381
N  1.807  0.281  2.863
C  1.061  1.073  2.038
O  0.369  1.960  2.488
O  1.200  0.836  0.759
H  2.045  -1.696  2.737
H  3.456  -0.828  2.708
H  1.649  0.397  3.859
N  -5.311  1.171  1.620
C  -4.071  0.883  1.208
C  -3.717  -0.424  0.828
C  -2.430  -0.701  0.451
N  -1.463  0.235  0.368
C  -1.806  1.498  0.681
C  -3.057  1.854  1.117
H  -5.987  0.434  1.719
H  -5.537  2.084  1.971
H  -4.450  -1.214  0.860
H  -2.163  -1.724  0.205
H  -1.026  2.249  0.616
H  -3.259  2.875  1.396

Results
* largest force on an atom: 0.0618 hartree/bohr
* Kohn-Sham gap: 8.7 eV
* total charge: +1
* energy above the lowest of the compared OMol25 structures with the same formula, charge and spin: 1.309 eV
* electronic energy: -62798.074 eV

These are the natural (NBO) partial charges, in e, on atoms 1 to 6: number 1, Ti, carries 1.73; number 2, O, carries -0.66; number 3, C, carries 0.80; number 4, O, carries -0.60; number 5, C, carries -0.17; number 6, O, carries -0.53



Sequential M output: 643.91 277.26 190.31 400.83 298.32 280.33 461.46 438.20 g mol⁻¹